Below is a molecular structure, C4H6O2, with properties calculated with the ωB97M-V functional and the def2-TZVPD basis.

The energy above the lowest of the compared OMol25 structures with the same formula, charge and spin is 67.5 kcal/mol. The value obtained for the HOMO-LUMO gap is 10.4625 eV. Its molar mass is 86.1 g/mol. For the maximum force, the calculation gives 0.40 eV/Å. The energy is -306.39868 a.u. Its LUMO energy is 0.96 eV. The HOMO energy is -9.501 eV.

```
12
Properties=species:S:1:pos:R:3:forces:R:3
O -0.77117 0.88611 -1.45611 0.160 0.026 -0.333
C -0.10183 1.08240 -0.25305 0.028 0.186 0.264
C -0.31455 0.12029 0.88309 -0.264 -0.028 0.205
C -0.35168 -1.24481 0.21560 -0.337 -0.213 -0.017
O 0.98101 -1.06918 -0.33599 -0.001 0.017 -0.122
C 1.03760 0.23309 0.23000 0.303 0.224 0.041
H -0.24617 0.31536 -2.02967 0.084 0.036 0.073
H -0.04364 2.13475 0.01049 0.023 -0.137 0.114
H -0.67044 0.37542 1.87370 0.077 -0.012 -0.146
H -0.43151 -2.13110 0.84586 0.229 0.165 0.093
H -1.08331 -1.29342 -0.58887 -0.160 -0.217 0.028
H 1.99216 0.59601 0.60270 -0.143 -0.047 -0.201
```
Forces are in eV/Å.

---

Below is 2 unconnected molecules or ions with the total composition C4H6O2, with properties calculated with the ωB97M-V functional and the def2-TZVPD basis.

The energy above the lowest of the compared OMol25 structures with the same formula, charge and spin is 81.3 kcal/mol. The value obtained for the HOMO-LUMO gap is 9.8720 eV. Its molar mass is 86.1 g/mol. For the maximum force, the calculation gives 0.98 eV/Å. Its SMILES is O=C=C[C@H]1CO1.[H][H]. The energy is -306.37674 a.u. Its LUMO energy is 0.82 eV. The HOMO energy is -9.051 eV.

```
12
Properties=species:S:1:pos:R:3:forces:R:3
O 1.39282 2.39310 0.08234 -0.637 -0.735 -0.087
C 0.65102 1.49757 -0.01197 0.517 0.499 0.037
C -0.11215 0.42809 -0.11242 0.113 0.098 0.036
C 0.56451 -0.89080 -0.16124 0.222 0.100 0.119
C 0.01127 -2.07479 0.49174 -0.025 -0.138 0.284
O -0.05780 -1.91009 -0.92195 -0.085 -0.100 -0.242
H -1.19334 0.51009 -0.12862 0.258 0.050 0.036
H 1.64663 -0.83465 -0.28233 -0.113 -0.071 0.030
H 0.68334 -2.85664 0.84251 -0.119 0.061 -0.074
H -0.93946 -1.99570 1.01789 0.124 -0.005 -0.095
H -1.34644 2.95708 -0.04741 -0.122 0.091 -0.155
H -1.30040 2.77674 -0.76855 -0.133 0.150 0.111
```
Forces are in eV/Å.

---

> Look up the HOMO energy of the second one.

-9.051 eV